Entry 1:
The ion C5H10N3 with charge +1 at a distorted geometry. Source: the OMol25 dataset; level of theory: the ωB97M-V functional and the def2-TZVPD basis.

Each line ends with the Löwdin charge.
Geometry (Å):
C: 0.050 1.074 -0.530  -0.526
C: 0.732 0.179 -1.531  -0.006
C: 0.604 -1.653 0.443  -0.028
C: 0.490 -1.277 -0.986  -0.166
C: -0.902 0.931 1.641  -0.006
N: 0.200 2.337 -0.680  0.195
N: -0.779 0.547 0.288  0.090
N: -0.652 -1.343 -0.131  0.152
H: 0.339 0.264 -2.589  0.153
H: 1.795 0.557 -1.556  0.152
H: 0.777 -2.694 0.584  0.136
H: 1.039 -1.009 1.110  0.097
H: 0.696 -2.053 -1.700  0.156
H: -0.360 1.803 1.734  0.074
H: -1.955 0.980 1.998  0.125
H: -0.213 0.194 2.198  0.133
H: -0.339 3.001 -0.103  0.085
H: -1.521 -1.837 -0.188  0.185

Its molar mass is 112.2 g/mol. The LUMO energy (alpha / beta) comes out at -6.002 / -6.003 eV. As for the largest force on an atom: 5.5 eV/Å. The value obtained for the relative energy (zero: lowest compared OMol25 entry of this formula, charge and spin) is 136.5 kcal per mole. As for the HOMO energy (alpha / beta): -13.84 / -13.83 eV. The total charge is +1. The electronic energy is -360.3575 a.u. The HOMO-LUMO gap (alpha / beta) is 7.834 / 7.831 eV. As for the spin multiplicity: 1.

=====

Entry 2:
The ion C5H10N3 with charge +1 at a distorted geometry. Source: the OMol25 dataset; level of theory: the ωB97M-V functional and the def2-TZVPD basis.

Each line ends with the Mulliken spin population.
Geometry (Å):
C: -0.751 -0.783 1.270  0.632
C: -1.891 1.403 0.119  0.090
C: 0.551 0.481 -0.910  0.070
C: 0.924 -1.847 -0.069  0.025
C: -0.794 0.551 0.668  -0.002
N: -0.052 -1.756 0.892  0.868
N: -0.919 1.779 1.185  0.078
N: 1.622 -0.459 -0.649  0.080
H: -1.385 -1.004 2.020  0.110
H: -1.879 1.843 -0.970  0.005
H: -2.999 1.284 0.473  -0.007
H: -0.079 0.011 -1.751  0.000
H: 1.010 1.407 -1.103  0.005
H: 1.802 -2.248 0.396  0.018
H: 0.697 -2.334 -1.117  0.027
H: -0.311 2.559 0.957  0.002
H: 2.083 -0.755 -1.439  0.003
H: 2.371 -0.132 0.030  -0.004

Its molar mass is 112.2 g/mol. The LUMO energy (alpha / beta) comes out at -3.471 / -7.374 eV. As for the largest force on an atom: 5.3 eV/Å. The value obtained for the relative energy (zero: lowest compared OMol25 entry of this formula, charge and spin) is 138.0 kcal per mole. As for the HOMO energy (alpha / beta): -9.97 / -13.53 eV. The total charge is +1. The electronic energy is -360.2060 a.u. The HOMO-LUMO gap (alpha / beta) is 6.496 / 6.152 eV. As for the spin multiplicity: 3. Its expectation value of S² is 2.0098.

=====

Entry 3:
The ion C5H10N3O2 with charge +1 at a distorted geometry. Source: the OMol25 dataset; level of theory: the ωB97M-V functional and the def2-TZVPD basis.

Each line ends with the Mulliken spin population.
Geometry (Å):
C: 0.702 2.436 -1.796  0.019
C: -0.236 1.406 -1.219  0.051
C: 0.541 0.311 -0.374  0.065
C: -0.603 -0.547 0.194  0.067
C: -0.014 -1.622 1.181  0.216
N: 1.014 -0.781 3.224  0.631
N: 0.569 -1.177 2.273  0.156
N: -1.143 -2.680 1.663  0.121
O: -0.825 -3.755 1.450  0.461
O: -2.059 -2.191 2.180  0.204
H: 1.338 2.144 -2.699  -0.001
H: 1.590 2.801 -1.197  0.001
H: 0.102 3.193 -2.205  0.010
H: -0.808 1.974 -0.577  0.000
H: -0.778 0.726 -1.962  0.001
H: 1.120 0.887 0.237  0.007
H: 1.034 -0.199 -1.135  -0.003
H: -1.221 0.165 0.636  0.003
H: -1.124 -1.083 -0.494  -0.006
H: 0.801 -2.008 0.619  -0.004

Its molar mass is 144.2 g/mol. The LUMO energy (alpha / beta) comes out at -5.228 / -10.296 eV. As for the largest force on an atom: 5.9 eV/Å. The value obtained for the relative energy (zero: lowest compared OMol25 entry of this formula, charge and spin) is 152.4 kcal per mole. As for the HOMO energy (alpha / beta): -11.95 / -15.16 eV. The total charge is +1. The electronic energy is -510.6127 a.u. The HOMO-LUMO gap (alpha / beta) is 6.722 / 4.865 eV. As for the spin multiplicity: 3. Its expectation value of S² is 2.0118.

=====

Entry 4:
A cluster of 2 separate species, C5H10N3O3 in total at a distorted geometry. Source: the OMol25 dataset; level of theory: the ωB97M-V functional and the def2-TZVPD basis.

Each line ends with the Löwdin charge.
Geometry (Å):
C: -0.938 -0.149 0.044  0.001
C: 1.368 -0.178 0.608  -0.051
C: -1.501 1.098 -0.163  -0.342
C: 1.391 -0.288 1.981  0.003
C: 2.257 -0.087 -1.692  -0.031
N: -2.848 1.355 0.049  0.191
N: -1.142 -1.386 -0.312  -0.291
N: 1.750 0.178 -0.448  0.153
O: -0.765 2.183 -0.412  0.113
O: -0.420 -2.258 0.531  0.038
O: -1.711 -1.877 -1.334  0.006
H: 0.799 0.452 2.497  0.120
H: 2.435 -0.256 2.454  0.158
H: 1.053 -1.246 2.204  0.076
H: 3.105 -0.685 -1.745  0.089
H: 1.474 -0.523 -2.263  0.099
H: 2.454 0.859 -2.320  0.147
H: -3.439 0.616 0.214  0.088
H: -3.135 2.370 0.158  0.161
H: -1.320 2.940 -0.646  0.135
H: -0.867 -3.118 0.595  0.137

Its molar mass is 160.2 g/mol. The LUMO energy comes out at -3.840 eV. As for the largest force on an atom: 5.5 eV/Å. The value obtained for the relative energy (zero: lowest compared OMol25 entry of this formula, charge and spin) is 168.5 kcal per mole. As for the HOMO energy: -12.45 eV. The total charge is +1. The electronic energy is -586.0203 a.u. The HOMO-LUMO gap is 8.607 eV. As for the spin multiplicity: 1.

=====

Entry 5:
A structure of composition C5H10N3S at a distorted geometry. Source: the OMol25 dataset; level of theory: the ωB97M-V functional and the def2-TZVPD basis.

Each line ends with the Löwdin charge.
Geometry (Å):
C: -2.131 -0.236 -0.418  -0.050
C: -0.002 0.091 0.055  -0.054
C: -0.394 2.524 0.743  0.046
C: -0.633 -2.255 -0.761  0.004
C: 1.972 0.188 0.261  -0.340
N: -2.004 0.977 -0.053  0.125
N: -0.722 1.187 0.226  -0.141
N: -0.857 -0.854 -0.395  -0.037
S: 2.862 -1.213 -0.509  0.692
H: -3.104 -0.576 -0.646  0.140
H: -0.016 2.425 1.713  0.082
H: 0.298 2.914 -0.108  0.142
H: -1.238 3.151 0.681  0.082
H: -1.610 -2.516 -1.227  0.114
H: 0.180 -2.300 -1.386  0.035
H: -0.380 -3.033 0.047  0.137
H: 2.249 1.028 -0.264  0.003
H: 1.911 -0.041 1.360  0.075
H: 3.619 -1.461 0.682  -0.055

Its molar mass is 144.2 g/mol. The LUMO energy comes out at -3.331 eV. As for the largest force on an atom: 6.1 eV/Å. The value obtained for the relative energy (zero: lowest compared OMol25 entry of this formula, charge and spin) is 59.7 kcal per mole. As for the HOMO energy: -13.53 eV. The total charge is +1. The electronic energy is -758.6264 a.u. The HOMO-LUMO gap is 10.197 eV. As for the spin multiplicity: 1.

=====

Entry 6:
The ion C5H10N3S with charge +1 at a distorted geometry. Source: the OMol25 dataset; level of theory: the ωB97M-V functional and the def2-TZVPD basis.

Each line ends with the Löwdin charge.
Geometry (Å):
C: -0.120 2.444 0.069  -0.021
C: 0.016 1.005 0.002  -0.144
C: 1.447 0.132 -0.304  -0.732
S: 2.878 0.777 -0.512  0.793
N: 0.973 -1.165 -0.347  -0.142
C: 1.874 -2.352 -0.189  0.009
N: -0.371 -1.195 0.078  0.091
N: -0.879 0.071 0.105  -0.072
C: -2.299 0.241 0.320  0.038
H: -0.420 3.018 -0.965  0.176
H: 0.792 2.879 0.368  0.051
H: -1.003 2.722 0.866  0.155
H: 1.319 -3.232 0.401  0.151
H: 2.182 -2.538 -1.210  0.088
H: 2.769 -1.942 0.319  0.076
H: -0.911 -1.971 -0.243  0.169
H: -2.520 0.706 1.310  0.135
H: -2.925 -0.575 0.156  0.089
H: -2.804 0.977 -0.225  0.091

Its molar mass is 144.2 g/mol. The LUMO energy comes out at -4.354 eV. As for the largest force on an atom: 4.6 eV/Å. The value obtained for the relative energy (zero: lowest compared OMol25 entry of this formula, charge and spin) is 79.5 kcal per mole. As for the HOMO energy: -12.53 eV. The total charge is +1. The electronic energy is -758.5948 a.u. The HOMO-LUMO gap is 8.175 eV. As for the SMILES: Cc1c(=S)n(C)[nH][n+]1C. As for the spin multiplicity: 1.

=====

Entry 7:
A cluster of 2 separate species, C5H10N3S in total at a distorted geometry. Source: the OMol25 dataset; level of theory: the ωB97M-V functional and the def2-TZVPD basis.

Each line ends with the Löwdin charge.
Geometry (Å):
C: 3.846 1.499 -0.255  -0.157
C: 1.732 0.922 -0.735  -0.055
C: -1.286 -1.060 1.202  -0.085
C: -0.876 -0.274 -1.185  0.206
C: -1.049 -1.428 -0.298  -0.282
N: 3.675 0.368 0.280  0.049
N: 2.439 -0.044 -0.090  -0.487
N: 2.659 1.935 -0.739  0.052
S: 1.914 -1.547 0.625  0.953
H: 4.720 1.966 -0.207  0.099
H: -1.216 0.011 1.352  0.082
H: -0.643 -1.502 2.000  0.085
H: -2.245 -1.369 1.343  0.042
H: -0.919 0.658 -0.649  0.057
H: -0.917 -0.275 -2.274  0.106
H: -1.475 -2.425 -0.667  0.169
H: 0.086 -1.833 -0.349  0.065
H: 2.509 2.877 -1.240  0.198
H: 2.835 -2.194 -0.032  -0.097

Its molar mass is 144.2 g/mol. The LUMO energy comes out at -5.736 eV. As for the largest force on an atom: 4.0 eV/Å. The value obtained for the relative energy (zero: lowest compared OMol25 entry of this formula, charge and spin) is 121.7 kcal per mole. As for the HOMO energy: -13.58 eV. The total charge is +1. The electronic energy is -758.5276 a.u. The HOMO-LUMO gap is 7.848 eV. As for the spin multiplicity: 1.

=====

Entry 8:
An isolated molecule of C5H10N4 at a distorted geometry. Source: the OMol25 dataset; level of theory: the ωB97M-V functional and the def2-TZVPD basis.

Each line ends with the Löwdin charge.
Geometry (Å):
C: 1.460 -0.731 -1.215  -0.032
C: 0.808 -0.023 -0.023  -0.558
C: 1.188 -0.765 1.254  -0.030
N: 1.507 1.252 0.029  0.033
N: 0.690 2.239 -0.011  0.030
C: -0.590 1.808 -0.055  -0.102
C: -0.604 0.440 -0.075  -0.246
N: -1.570 -0.500 -0.298  -0.039
N: -2.879 -0.095 0.036  0.013
H: 1.031 -1.712 -1.412  0.074
H: 2.582 -0.894 -1.003  0.110
H: 1.388 -0.104 -2.137  0.097
H: 2.248 -0.954 1.234  0.072
H: 0.647 -1.747 1.341  0.097
H: 0.961 -0.167 2.154  0.096
H: -1.463 2.425 -0.051  0.090
H: -1.310 -1.385 0.123  0.126
H: -3.250 0.410 -0.763  0.083
H: -2.844 0.503 0.873  0.087

Its molar mass is 126.2 g/mol. The LUMO energy comes out at 0.540 eV. As for the largest force on an atom: 3.3 eV/Å. The value obtained for the relative energy (zero: lowest compared OMol25 entry of this formula, charge and spin) is 65.3 kcal per mole. As for the HOMO energy: -8.61 eV. The total charge is 0. The electronic energy is -415.4528 a.u. The HOMO-LUMO gap is 9.153 eV. As for the SMILES: CC1(C)N=NC=C1NN. As for the spin multiplicity: 1.